Below is 2 unconnected molecules or ions with the total composition CF2O2, with properties calculated with the ωB97M-V functional and the def2-TZVPD basis.

Its energy relative to the best compared isomer or geometry (same formula, charge and spin) is 389.0 kJ/mol. The calculation puts the HOMO-LUMO gap (spin up / spin down) at 11.03 / 7.22 eV. Its molar mass is 82.005 u. The calculation puts the strongest force on any atom at 4.08 eV/A. Its LUMO energy (spin up / spin down) is -0.80 / -2.09 eV.

Each line ends with the Löwdin charge.
Element x y z (Å)
C: -0.933 0.484 -0.056  -0.298
O: 1.180 -1.328 -0.405  0.010
O: -2.007 0.135 0.157  0.207
F: -0.221 1.507 -0.246  0.203
F: 1.981 -0.799 0.551  -0.122